(1)
174
Properties=species:S:1:pos:R:3:forces:R:3 method="wB97M-V/def2-TZVPD" smiles="CC1(C)CCCC(C)(C)N1O.CC1(C)CCCC(C)(C)N1O.CC1(C)CCCC(C)(C)N1O.CC1(C)CCCC(C)(C)N1O.CC1(C)CCCC(C)(C)N1O.O=C1CCCO1.O=C1CCCO1" fmax_ev_per_a=4.16 homo_lumo_gap_ev=8.575 e_above_lowest_ev=5.6283 multiplicity=1 e_homo_ev=-7.969
C 3.813827 -12.216892 -2.758706 1.377 -0.895 0.183
C 4.306617 -12.375772 -1.278366 -1.472 3.305 -1.245
C 4.105227 -13.806992 -0.852416 1.405 -0.594 2.027
C 5.255377 -14.676132 -1.295206 -0.879 -0.321 -1.868
C 6.564717 -14.060582 -0.955226 -0.062 0.849 0.491
C 6.872587 -12.583992 -1.374376 0.371 -2.864 0.098
N 5.689527 -11.783592 -0.988246 0.457 -3.467 1.078
O 5.916607 -10.488922 -1.375566 -0.599 1.341 -0.663
C 8.215967 -12.313562 -0.515586 -1.502 0.083 -0.857
C 7.117237 -12.658562 -2.916956 -0.080 0.509 0.322
C 3.247297 -11.540082 -0.489636 0.193 -0.103 0.833
H 3.928987 -11.216022 -3.174736 -0.255 0.074 0.331
H 2.794987 -12.601192 -2.807586 -0.069 0.341 -0.115
H 4.435847 -12.868642 -3.372226 -0.133 -0.088 -0.309
H 4.165537 -13.807952 0.235914 -0.264 0.128 0.418
H 3.117607 -14.206292 -1.083166 0.080 0.280 -0.404
H 5.049017 -14.798402 -2.358486 0.682 -0.244 -0.462
H 5.349587 -15.687362 -0.899426 -0.830 -0.052 0.249
H 7.338237 -14.734612 -1.323276 0.368 0.252 0.309
H 6.484807 -14.054292 0.131824 0.778 -0.139 0.331
H 8.116237 -12.721762 0.490154 -0.562 0.716 0.285
H 9.040667 -12.945272 -0.845626 -0.020 0.293 -0.843
H 8.476357 -11.255712 -0.550926 0.263 -0.118 0.223
H 6.742807 -13.567332 -3.388156 -0.343 -0.183 0.375
H 6.560817 -11.844522 -3.381516 0.589 0.220 -0.255
H 8.178147 -12.686312 -3.165556 0.019 0.587 -0.012
H 3.600557 -11.267822 0.504934 0.258 -0.136 0.112
H 2.371517 -12.165482 -0.316516 -0.081 -0.085 -0.125
H 2.865187 -10.612912 -0.916796 0.427 -0.069 -0.522
H 6.227987 -10.094742 -0.557496 -0.115 0.379 0.012
C -9.576203 2.116378 -0.605706 0.641 -0.595 -0.995
C -10.142463 3.134068 -1.592366 -2.393 0.372 -0.752
C -10.495033 4.407158 -0.703966 -0.651 -1.087 -0.856
C -10.926783 5.597008 -1.529826 0.988 -1.135 -0.191
C -9.709513 5.891758 -2.394216 -0.204 1.042 0.167
C -9.175563 4.744968 -3.380646 -2.584 1.159 1.165
N -9.118593 3.458008 -2.624946 0.308 2.260 1.529
O -8.759093 2.376088 -3.425456 -0.476 -0.327 -0.465
C -10.182763 4.783068 -4.505896 -1.850 -0.972 -0.684
C -7.880223 5.225798 -3.909166 1.132 0.689 0.558
C -11.499203 2.509608 -2.309166 0.638 0.574 1.243
H -10.339943 1.461338 -0.186516 0.024 0.238 0.179
H -8.925693 2.556548 0.150074 -0.378 0.206 0.173
H -8.891453 1.483898 -1.170676 -0.138 -0.482 0.092
H -11.358163 4.232068 -0.061736 0.209 -0.936 0.289
H -9.620613 4.557708 -0.070856 -0.016 0.547 -0.074
H -11.219333 6.400928 -0.854386 0.201 0.319 -0.277
H -11.805743 5.307148 -2.105606 -0.084 0.096 -0.107
H -8.996913 6.300338 -1.677726 0.802 -0.709 0.043
H -9.932713 6.823928 -2.913196 0.103 -0.235 -1.029
H -10.400273 5.697868 -5.057196 1.426 0.456 -0.093
H -9.985013 3.972408 -5.207196 -0.185 0.009 -0.155
H -11.209823 4.708158 -4.148626 -0.038 -0.925 0.362
H -7.398013 5.585638 -3.000266 1.078 -0.231 -0.321
H -7.285363 4.543558 -4.516446 -0.093 -0.224 0.343
H -8.056193 6.116488 -4.512316 -0.087 -0.022 -0.067
H -12.361883 2.525858 -1.643126 0.266 -0.209 0.786
H -11.335923 1.465088 -2.574526 0.121 0.151 -0.254
H -11.953963 3.064618 -3.129676 0.925 0.035 -0.395
H -8.118513 1.916208 -2.877946 0.315 -0.064 -0.214
C 0.520857 3.499638 12.645254 0.227 0.635 -0.326
C 1.738827 2.614218 12.392234 -1.371 -1.924 2.141
C 1.940297 1.718138 13.730644 -0.399 -1.642 -0.745
C 0.951857 0.480688 13.909684 0.594 0.896 -0.688
C 1.059017 -0.444692 12.637054 0.053 3.274 2.563
C 0.677437 0.467278 11.393654 2.352 -2.216 -0.668
N 1.538887 1.673608 11.233294 1.730 -0.842 2.254
O 1.349587 2.326238 9.997834 -0.905 0.247 0.237
C 1.028267 -0.544312 10.256664 -2.199 0.091 -0.016
C -0.787323 0.738348 11.428804 -1.270 0.610 0.499
C 2.965777 3.489588 12.313754 -0.276 -0.510 -1.356
H 0.866927 4.437668 13.079354 -0.225 0.001 0.334
H -0.194503 3.037628 13.325634 -0.157 0.122 -0.309
H 0.100867 3.798028 11.684704 -0.440 -0.226 0.040
H 2.921027 1.242488 13.735024 0.346 0.125 -0.515
H 1.977307 2.293458 14.655704 -0.441 0.586 -0.259
H -0.042313 0.878298 14.113744 -0.263 -0.238 -0.263
H 1.205027 -0.118532 14.784284 0.287 0.234 0.187
H 0.460847 -1.327962 12.860954 -0.453 0.149 -0.905
H 2.095887 -0.765912 12.736104 0.191 0.008 -1.009
H 2.045237 -0.908272 10.110334 0.092 0.911 -0.082
H 0.481297 -1.441712 10.545794 -0.074 -0.264 0.052
H 0.442437 -0.221502 9.396034 0.900 0.009 -0.740
H -1.359453 -0.163792 11.645364 0.020 -0.155 -0.304
H -1.042593 1.417288 12.242434 0.145 -0.031 0.100
H -1.199833 1.241118 10.554074 0.276 -0.251 -0.339
H 2.850257 4.262908 13.073174 0.666 -0.211 -0.010
H 2.943437 3.959998 11.330744 0.232 0.487 -0.016
H 3.858297 2.864868 12.349064 0.170 0.342 0.340
H 2.206987 2.721008 9.822864 0.191 -0.216 -0.200
C -0.341473 2.151978 -2.113626 1.047 -0.147 0.491
C 0.233217 1.381048 -0.856786 -0.588 0.372 -0.100
C -1.038823 1.000218 -0.049646 0.790 0.570 0.260
C -0.668423 0.084138 1.117904 -0.030 -0.169 -1.061
C -0.176333 -1.243922 0.455004 0.075 0.872 -0.282
C 1.148927 -1.021882 -0.451636 -0.906 0.014 1.503
N 0.927257 0.164158 -1.301736 -2.459 -0.447 0.237
O 2.011217 0.537098 -2.073436 1.026 -0.307 -0.381
C 2.288197 -0.820772 0.552744 -0.165 -0.536 1.046
C 1.487857 -2.274242 -1.337986 -0.830 0.934 0.119
C 1.166127 2.300268 -0.023056 -0.404 1.080 0.048
H -1.151043 1.611048 -2.603616 0.068 -0.169 0.142
H 0.442567 2.342628 -2.846446 0.066 -0.087 -0.023
H -0.707553 3.139488 -1.832716 -0.108 -0.047 0.253
H -1.483673 1.948658 0.251484 0.032 0.074 0.314
H -1.767063 0.579918 -0.743266 0.065 -0.503 0.138
H -1.469773 -0.042662 1.845814 -0.370 -0.441 -0.361
H 0.088387 0.570308 1.733514 0.387 -0.120 -0.231
H -0.977573 -1.634572 -0.172296 -0.110 0.162 -0.234
H -0.114513 -1.972492 1.263384 0.958 -0.306 -0.215
H 2.525317 -1.809762 0.944874 1.330 -0.428 -1.009
H 3.058377 -0.135352 0.199024 0.407 -0.733 -0.066
H 2.034117 -0.522462 1.569874 -0.890 1.285 -0.221
H 1.451097 -3.190152 -0.748176 0.586 0.145 0.220
H 0.755337 -2.466282 -2.121976 -0.305 0.453 -0.049
H 2.430667 -2.089852 -1.852956 0.190 -0.333 0.321
H 1.667057 1.838568 0.827834 0.002 -0.288 -0.291
H 0.619697 3.144778 0.396844 -0.701 -0.182 0.294
H 1.881997 2.903398 -0.581506 0.412 -0.782 -0.532
H 1.676267 0.328748 -2.948646 0.423 0.066 -0.328
C -1.625053 10.165008 -7.705986 0.687 0.887 0.365
C -1.000033 11.572808 -7.657066 -0.014 2.068 -0.146
C -2.142263 12.650608 -7.506406 -0.546 -0.638 -0.391
C -2.888683 12.543318 -6.183196 1.764 -0.128 0.385
C -1.842823 12.921668 -5.085766 -0.955 0.477 -1.575
C -0.470903 12.231138 -5.179406 -0.357 -3.010 -0.829
N -0.053413 11.798018 -6.582416 -0.319 2.080 1.562
O 1.174297 11.071668 -6.598836 -1.229 0.453 -0.227
C 0.581667 13.109088 -4.560966 0.024 0.117 0.634
C -0.721193 10.906158 -4.395406 0.124 -0.295 0.644
C -0.278183 12.081568 -8.905176 -0.241 -0.856 -1.579
H -2.195763 10.056448 -6.783706 0.235 -0.434 -0.074
H -0.760163 9.501878 -7.723946 -0.468 -0.666 -0.216
H -2.336533 10.026818 -8.520106 0.419 -0.094 -0.246
H -1.740673 13.629548 -7.768126 0.163 0.185 0.765
H -2.855453 12.505508 -8.317826 -0.017 -0.455 -0.253
H -3.196243 11.503278 -6.074506 -0.245 0.059 0.177
H -3.778833 13.164138 -6.081626 0.121 0.107 -0.191
H -2.333853 12.743908 -4.129006 0.543 0.211 0.269
H -1.679343 13.985438 -5.258316 -0.064 0.219 0.402
H 0.337067 13.148378 -3.499486 0.363 -0.132 0.286
H 1.592767 12.733568 -4.718346 -0.121 -0.011 0.102
H 0.515337 14.155598 -4.858456 0.025 -0.111 -0.549
H 0.038947 10.127518 -4.332086 0.778 0.519 -0.167
H -0.982573 11.141338 -3.363676 -0.089 -0.064 0.110
H -1.536963 10.325458 -4.825996 -0.407 0.455 -0.056
H -0.055273 13.148508 -8.912206 -0.325 0.006 0.514
H -0.970853 11.886088 -9.723776 0.014 0.159 -0.450
H 0.668497 11.639188 -9.215316 -0.033 -0.588 0.512
H 0.900337 10.153178 -6.544746 0.168 -0.521 0.222
O 12.649527 -2.512212 5.465684 -0.377 -2.295 -0.579
C 11.776037 -3.364682 5.364564 -0.263 3.651 1.015
O 11.712767 -4.455142 4.649364 1.183 -0.428 -1.410
C 10.377677 -5.013532 4.638384 1.459 -1.380 -1.401
C 9.676077 -4.425562 5.761694 -0.881 -0.060 1.955
C 10.412357 -3.134362 5.951464 -0.610 0.966 0.890
H 10.678297 -6.059412 4.700464 -1.079 -0.246 -0.136
H 9.801267 -4.780272 3.743154 0.762 -0.059 -0.573
H 9.851097 -5.049892 6.637864 -0.437 0.028 0.203
H 8.613467 -4.321092 5.542484 0.045 -0.049 0.332
H 10.455747 -2.792022 6.985394 0.184 -0.127 -0.034
H 9.962657 -2.297362 5.417334 0.013 0.000 -0.263
O -3.298503 -8.427762 -7.361196 0.272 -0.633 -1.866
C -2.557873 -8.430262 -8.328066 -0.305 0.829 2.433
O -2.652923 -9.170722 -9.434046 -0.895 -0.962 0.433
C -1.581643 -8.913202 -10.334806 0.503 0.766 -0.099
C -0.496473 -8.253352 -9.431756 0.229 -1.213 -0.768
C -1.314813 -7.595212 -8.372276 0.688 0.698 -0.444
H -2.046273 -8.289812 -11.098746 0.543 0.396 -0.162
H -1.241083 -9.821402 -10.832076 -0.178 -0.143 0.353
H 0.241837 -7.629432 -9.935476 -0.257 -0.005 -0.119
H 0.036917 -9.063232 -8.934056 0.255 -0.199 -0.298
H -1.515553 -6.586122 -8.732206 -0.438 0.200 0.523
H -0.791503 -7.590582 -7.416136 -0.417 0.265 0.016



(2)
43
Properties=species:S:1:pos:R:3:forces:R:3 method="wB97M-V/def2-TZVPD" fmax_ev_per_a=2.13 homo_lumo_gap_ev="8.747 / 8.717" e_above_lowest_ev=0.2725 multiplicity=3 e_homo_ev="-8.398 / -8.368"
Ni -0.040039 0.364407 0.232372 0.064 -0.854 0.795
O 1.395617 3.606903 2.194350 -0.307 0.445 -0.524
C 1.148084 3.266062 0.904298 -0.045 -0.644 -2.025
O 0.494464 2.224765 0.635470 -0.205 -0.052 0.964
O 1.581502 4.017077 0.000130 0.100 0.201 0.609
H 1.693052 4.514523 2.005857 0.289 -0.123 0.731
O 0.859980 -1.373200 4.058322 -1.093 -0.853 -0.437
C -0.035936 -1.218895 3.028445 -0.096 1.147 -1.176
O -1.160621 -1.773944 3.134622 0.230 -0.589 0.385
O 0.328065 -0.502414 2.077243 0.583 0.318 0.296
H 0.361213 -2.069802 4.521282 0.600 0.225 0.613
C -0.330315 1.553942 -2.546668 1.262 1.016 0.983
O -0.520311 0.709759 -1.665091 -0.347 -0.056 -1.060
N 0.517545 2.613584 -2.411736 -0.664 -1.175 0.371
N -0.938063 1.521287 -3.748008 -0.274 -0.609 -0.187
H 0.766972 3.095456 -3.250422 0.295 0.432 0.217
H 0.897896 2.813869 -1.485909 0.147 0.518 -0.046
H -0.917195 2.364308 -4.284490 -0.253 -0.224 -0.464
H -1.376560 0.665297 -4.037944 -0.219 0.294 -0.127
C -0.488404 -2.974446 -0.288994 -0.712 0.053 1.926
O -0.335216 -1.767404 -0.292460 0.402 0.179 -1.304
N -0.192487 -3.833305 -1.317894 0.353 0.550 -0.188
N -0.949244 -3.606062 0.836283 0.282 -0.706 -1.459
H 0.250434 -3.468209 -2.141358 -0.210 0.029 -0.057
H -0.507011 -4.783131 -1.304576 0.077 -0.055 -0.092
H -1.353447 -3.089505 1.607783 0.117 0.220 0.125
H -1.135877 -4.576360 0.654609 -0.341 -0.077 0.886
C 2.811458 -0.558411 -1.146790 0.170 -0.687 0.872
O 1.946352 -0.076943 -0.439408 -0.323 0.247 -0.331
N 3.030758 -1.920162 -1.263756 -0.367 1.539 -0.166
N 3.743399 0.181860 -1.792722 0.202 -0.028 -0.288
H 3.915764 -2.159399 -1.661251 -0.190 -0.946 0.009
H 2.319783 -2.533011 -0.910798 0.348 -0.276 0.176
H 3.620311 1.166951 -1.940848 -0.032 0.017 0.255
H 4.470044 -0.313088 -2.271867 0.096 0.366 -0.307
C -2.939406 0.869198 1.385118 0.357 0.141 2.010
O -2.094432 0.655287 0.511726 -0.502 0.029 -0.472
N -3.780772 1.936919 1.365190 0.419 -0.515 -1.287
N -3.038527 0.122109 2.505640 0.571 -0.346 -0.842
H -4.221676 2.228497 2.212023 -0.354 0.332 -0.259
H -3.833145 2.361932 0.455153 -0.282 0.672 0.450
H -2.317575 -0.596193 2.607469 -0.046 -0.206 0.460
H -3.646432 0.339893 3.269604 -0.105 0.052 -0.036



Look up the multiplicity of the second one.
3



Look up the multiplicity of the second one.
3



Which of these has the lowest multiplicity?
C53H107N5O9